1.
This record from OMol25 describes a molecular structure, C18H29As2F5GaN3O5STe in a non-equilibrium geometry. The level of theory is wB97M-V/def2-TZVPD.

The calculation puts the HOMO-LUMO gap at 0.2760 hartree. The net charge is +2. Its energy above the lowest of the compared OMol25 structures with the same formula, charge and spin is 31.8 kcal per mole. Its HOMO energy is -14.928 eV.

Each line ends with the natural charge from an NBO analysis.
CARTESIAN COORDINATES (ANGSTROEM)
Ga (-0.1789, -1.7251, 0.5138)  1.35
C (-2.3472, -4.4450, 2.3231)  -0.91
As (-0.6316, -3.5193, 2.2150)  0.99
C (0.7469, -4.8794, 2.5386)  -0.89
C (-0.4278, -2.4691, 3.8623)  -0.36
C (-0.8892, -3.0343, 5.0516)  -0.15
C (-0.7006, -2.4010, 6.2689)  -0.17
C (-0.0255, -1.1908, 6.3137)  -0.16
C (0.4412, -0.6188, 5.1424)  -0.19
C (0.2436, -1.2373, 3.9080)  -0.35
As (0.8945, -0.3056, 2.3204)  0.94
C (2.8335, -0.1632, 2.5662)  -0.90
C (0.2596, 1.5329, 2.5580)  -0.91
H (-2.2860, -5.2653, 3.0456)  0.26
H (-2.5936, -4.8603, 1.3411)  0.28
H (-3.1337, -3.7484, 2.6232)  0.26
H (0.6473, -5.1758, 3.5890)  0.26
H (1.7546, -4.4882, 2.3678)  0.26
H (0.5738, -5.7440, 1.8933)  0.27
H (-1.4083, -3.9896, 5.0198)  0.22
H (-1.0701, -2.8509, 7.1780)  0.25
H (0.1350, -0.6930, 7.2575)  0.25
H (0.9717, 0.3282, 5.1807)  0.22
H (3.0524, 0.3004, 3.5333)  0.26
H (3.2584, 0.4534, 1.7688)  0.26
H (3.2878, -1.1556, 2.5300)  0.26
H (0.6192, 1.9213, 3.5154)  0.26
H (-0.8317, 1.5690, 2.5465)  0.26
H (0.6521, 2.1621, 1.7546)  0.25
C (1.7830, 6.4121, -5.4016)  -0.63
C (1.2628, 5.8708, -4.0859)  -0.62
S (0.9632, 4.0905, -4.3081)  2.15
O (2.1351, 3.3322, -3.9325)  -0.97
O (0.3667, 3.8121, -5.5755)  -0.93
C (-0.2825, 3.5238, -3.0388)  -0.65
C (-0.4629, 2.0673, -3.4415)  -0.26
N (-0.9237, 1.2192, -2.3628)  -0.28
C (-0.1361, 0.4937, -1.5665)  0.47
N (-0.8846, -0.2303, -0.7111)  -0.65
C (-2.1947, 0.0590, -0.9737)  -0.01
C (-2.2257, 0.9667, -1.9951)  0.17
N (-3.3903, 1.5865, -2.5862)  0.53
O (-3.1975, 2.5586, -3.2697)  -0.35
O (-4.4424, 1.0760, -2.3138)  -0.31
C (1.3416, 0.4601, -1.6100)  -0.68
H (2.0181, 7.4718, -5.3159)  0.24
H (1.0356, 6.2768, -6.1807)  0.24
H (2.6806, 5.8727, -5.6959)  0.23
H (0.3146, 6.3202, -3.8033)  0.24
H (1.9897, 5.9474, -3.2815)  0.25
H (-1.2036, 4.0927, -3.1102)  0.26
H (0.1820, 3.6320, -2.0615)  0.22
H (0.5036, 1.6907, -3.7873)  0.26
H (-1.1660, 2.0123, -4.2747)  0.28
H (-3.0183, -0.3884, -0.4444)  0.26
H (1.6786, -0.2367, -2.3851)  0.28
H (1.7364, 0.1070, -0.6474)  0.22
H (1.7598, 1.4376, -1.8543)  0.28
F (-0.4349, -4.9663, -0.1872)  -0.61
Te (-0.1563, -3.6600, -1.5613)  3.42
F (-1.7704, -2.8364, -0.7037)  -0.62
F (-0.4161, -2.3751, -2.9140)  -0.58
F (-1.4716, -4.6537, -2.4268)  -0.54
F (1.1881, -4.7063, -2.2864)  -0.55
O (0.9907, -2.6440, -0.6327)  -1.17

Cartesian forces, eV/Å:
-0.035 1.453 0.647
-0.057 0.059 -0.171
-0.062 0.099 1.048
-0.050 -0.052 -0.236
-0.067 -0.052 -0.243
-0.105 -0.203 -0.243
0.052 0.039 -0.092
0.003 -0.007 -0.052
0.120 0.181 -0.228
-0.056 -0.047 -0.119
0.151 0.159 0.731
-0.042 -0.099 -0.239
-0.017 -0.096 -0.201
0.142 0.211 -0.091
0.168 0.116 0.159
0.193 -0.022 -0.015
-0.048 0.162 -0.196
-0.255 0.032 0.000
0.007 0.225 0.065
0.051 0.119 0.085
-0.035 -0.043 0.043
0.025 0.048 0.071
-0.062 -0.067 0.121
-0.221 -0.083 -0.141
-0.117 -0.086 0.107
-0.111 0.104 0.007
0.002 -0.183 -0.154
0.134 -0.099 -0.012
-0.024 -0.140 0.080
0.029 -0.064 -0.248
-0.163 -0.689 -0.117
-0.317 -0.240 1.319
0.355 0.256 0.079
-0.319 0.250 -0.508
0.618 0.518 -0.729
0.299 0.484 -0.891
-0.228 -0.248 0.488
0.056 -0.213 0.288
0.236 -0.371 0.391
-0.522 0.356 -0.503
0.137 -0.809 0.830
0.308 -0.324 0.310
-0.049 0.538 -0.397
-0.442 -0.171 0.119
0.258 -0.135 -0.167
-0.006 -0.044 0.082
0.034 0.069 -0.036
0.106 0.087 -0.076
-0.114 0.021 0.092
-0.042 -0.019 0.119
-0.041 0.062 0.017
0.036 0.058 0.077
-0.201 -0.223 0.119
0.177 -0.156 0.202
-0.049 0.033 -0.077
0.012 0.052 0.077
-0.046 0.168 -0.285
0.030 -0.011 0.076
0.578 1.018 -0.708
-3.031 -3.485 -2.521
1.595 -0.018 -0.093
0.578 -0.785 0.786
0.925 0.530 0.133
-0.743 0.802 0.125
0.261 0.976 0.897



2.
This record from OMol25 describes a molecular structure, C18H29Br39N2O2P in a non-equilibrium geometry. The level of theory is wB97M-V/def2-TZVPD.

The calculation puts the HOMO-LUMO gap at 0.1967 hartree. The net charge is -1. Its HOMO energy is -4.483 eV.

Each line ends with the Löwdin charge.
CARTESIAN COORDINATES (ANGSTROEM)
C (6.8612, 0.7854, 1.5380)  -0.15
N (5.8953, 1.7620, 1.1261)  -0.09
C (5.2225, 1.4763, -0.1089)  -0.20
C (3.8210, 1.9734, -0.2110)  -0.41
O (3.8070, 3.3669, -0.3043)  -0.32
P (3.2304, 4.2131, 1.1378)  0.41
O (3.0968, 2.6230, 1.9090)  -0.37
C (2.9241, 1.6877, 0.9096)  -0.46
C (2.8267, 0.2704, 1.3886)  -0.21
N (2.3665, 0.1022, 2.7653)  0.03
H (7.4936, 1.1875, 2.2970)  0.06
H (6.3694, -0.0684, 1.9689)  0.05
H (7.4865, 0.4136, 0.7336)  0.07
H (6.2584, 2.7015, 1.1461)  0.09
H (5.7261, 1.9120, -0.9610)  0.12
H (5.2302, 0.4107, -0.2394)  0.11
H (3.4087, 1.5827, -1.1311)  0.14
H (2.8253, 4.8567, 2.3806)  -0.06
H (4.6173, 4.4132, 1.5540)  -0.06
H (3.2792, 5.5108, 0.4648)  -0.06
H (1.8626, 4.0723, 0.6755)  -0.02
H (1.9448, 1.9092, 0.4711)  0.10
H (2.1194, -0.2135, 0.7532)  0.10
H (3.7573, -0.2557, 1.2954)  0.10
H (3.1264, 0.3564, 3.3802)  -0.04
H (1.6530, 0.8027, 2.9288)  -0.01
C (4.0238, 2.2472, 4.9724)  -1.64
Br (3.1386, 2.9275, 6.5426)  0.55
Br (5.3307, 3.4345, 4.2951)  0.64
Br (4.7298, 0.4791, 5.2769)  0.60
H (3.2791, 2.1671, 4.1902)  -0.08
C (2.7466, -3.4575, 2.2224)  -1.64
Br (1.9308, -3.8097, 0.5227)  0.57
Br (1.9583, -4.5220, 3.6104)  0.57
Br (4.6476, -3.7201, 2.1339)  0.60
H (2.5723, -2.4137, 2.4678)  -0.06
C (-1.5546, 2.2992, 3.2340)  -1.63
Br (-1.0919, 2.1693, 1.3758)  0.63
Br (0.0016, 2.5167, 4.3209)  0.64
Br (-2.8295, 3.6997, 3.5571)  0.55
H (-2.0190, 1.3695, 3.5143)  -0.10
C (-2.9276, 0.1128, -1.2130)  -1.65
Br (-4.4870, 0.6640, -2.1933)  0.55
Br (-2.8746, -1.7992, -1.0227)  0.58
Br (-1.3215, 0.7980, -1.9956)  0.58
H (-3.0018, 0.5348, -0.2222)  -0.08
C (-8.3556, 3.0490, -2.3109)  -1.63
Br (-7.2457, 2.2188, -3.6344)  0.53
Br (-9.2155, 1.7600, -1.1790)  0.58
Br (-7.3578, 4.3337, -1.3007)  0.56
H (-9.1346, 3.5792, -2.8334)  -0.03
C (4.9005, -7.2130, 0.5268)  -1.64
Br (4.0354, -7.4933, -1.1593)  0.51
Br (4.1229, -8.3062, 1.8998)  0.56
Br (6.7985, -7.4824, 0.4023)  0.57
H (4.7394, -6.1866, 0.8083)  -0.11
C (-3.5454, 7.1308, 1.7834)  -1.65
Br (-4.9039, 6.6452, 0.5164)  0.53
Br (-2.7946, 8.8479, 1.3855)  0.58
Br (-4.2140, 7.0586, 3.5811)  0.55
H (-2.7537, 6.4011, 1.7063)  -0.04
C (1.6487, -9.5374, -3.6676)  -1.67
Br (0.2813, -10.1933, -4.8450)  0.57
Br (2.1890, -7.7568, -4.1472)  0.56
Br (1.1116, -9.6565, -1.8324)  0.56
H (2.5083, -10.1758, -3.7933)  -0.13
C (-4.0930, 8.1420, -3.8255)  -1.65
Br (-4.6694, 9.9230, -4.2589)  0.57
Br (-2.5315, 8.1516, -2.7176)  0.59
Br (-5.5100, 7.1202, -3.0327)  0.52
H (-3.8302, 7.6573, -4.7506)  -0.03
C (5.1470, -12.0304, -2.4502)  -1.63
Br (3.6760, -12.5736, -3.5656)  0.61
Br (5.8419, -10.3307, -2.9924)  0.58
Br (4.6477, -12.0076, -0.5997)  0.58
H (5.9286, -12.7614, -2.5716)  -0.03
C (-4.8278, 0.4485, 6.0019)  -1.65
Br (-4.4825, 0.1335, 4.1418)  0.60
Br (-3.1894, 0.5627, 6.9890)  0.59
Br (-5.9152, 2.0094, 6.2514)  0.57
H (-5.3813, -0.3967, 6.3744)  -0.03
C (-7.8939, 2.0045, -7.5832)  -1.67
Br (-7.9217, 1.6202, -9.4630)  0.57
Br (-7.1219, 3.7253, -7.2308)  0.56
Br (-9.6431, 1.8341, -6.8105)  0.56
H (-7.2640, 1.2656, -7.1147)  -0.04
C (-6.5421, -2.9522, -3.1898)  -1.66
Br (-6.3218, -4.7965, -2.7133)  0.57
Br (-6.6719, -2.7283, -5.0931)  0.56
Br (-8.0449, -2.1688, -2.2947)  0.56
H (-5.6622, -2.4247, -2.8648)  -0.08

Cartesian forces, eV/Å:
-0.242 0.116 -0.365
-0.080 0.245 0.485
0.392 -0.068 -0.017
0.810 1.130 -0.531
0.134 0.667 -0.282
0.238 1.241 0.126
0.556 0.149 0.682
-1.988 0.029 0.635
0.191 -0.175 0.713
-0.171 -0.262 -0.063
0.508 0.370 0.610
-0.359 -0.600 0.252
0.447 -0.142 -0.460
-0.135 0.120 0.047
0.497 0.082 -0.559
0.002 -0.803 -0.168
-0.263 -0.471 -0.546
-0.191 -0.150 -0.093
-0.109 -0.420 -0.061
0.103 -0.309 -0.029
-0.100 -0.232 0.131
-0.597 -0.020 -0.099
-0.499 -0.642 -0.637
0.710 -0.338 -0.028
0.010 -0.087 -0.028
-0.152 -0.037 0.103
-0.142 0.024 -0.216
-0.057 0.009 0.091
0.311 0.225 0.115
0.175 -0.060 0.188
-0.068 0.040 -0.143
-0.083 0.184 0.021
-0.054 -0.023 -0.110
-0.026 -0.054 0.076
0.179 0.037 0.033
-0.023 0.101 0.023
0.117 -0.007 -0.044
0.013 -0.005 -0.109
0.134 0.108 0.195
-0.116 0.083 -0.004
-0.096 -0.093 0.064
0.026 -0.006 -0.054
-0.088 0.035 0.037
0.001 -0.121 0.025
0.098 0.014 -0.047
-0.011 0.035 0.088
-0.012 0.013 -0.019
0.024 -0.119 -0.139
-0.003 -0.069 0.052
0.060 0.082 0.175
-0.067 0.055 -0.074
-0.013 -0.119 -0.057
0.010 0.131 -0.025
-0.043 -0.053 0.089
0.094 -0.009 0.003
-0.024 0.180 0.059
-0.012 -0.051 0.043
0.020 -0.004 -0.017
0.038 0.085 -0.037
-0.057 0.020 0.135
0.068 -0.081 -0.004
-0.020 0.072 0.023
-0.053 -0.065 -0.080
-0.002 0.054 -0.021
-0.065 -0.055 0.044
0.063 -0.012 -0.007
0.035 0.012 0.090
-0.029 0.096 -0.036
0.083 0.002 0.068
-0.160 -0.105 -0.133
0.017 -0.044 -0.108
-0.058 0.094 0.088
-0.034 -0.151 -0.073
0.056 0.084 -0.113
-0.033 -0.005 0.104
0.069 -0.091 -0.027
0.100 0.120 -0.019
-0.074 -0.125 -0.192
0.098 0.015 0.067
-0.075 0.076 0.027
-0.057 -0.093 0.042
-0.020 0.038 0.017
0.009 -0.037 -0.106
0.019 0.077 0.001
-0.088 0.005 0.029
0.056 -0.070 0.055
-0.092 -0.024 -0.025
0.041 -0.091 0.024
0.015 0.028 -0.109
-0.070 0.101 0.061
0.185 0.112 0.079



3.
This record from OMol25 describes a molecular structure, C18H29BrNO4P2Yb in a non-equilibrium geometry. The level of theory is wB97M-V/def2-TZVPD.

The multiplicity is 2. The calculation puts the HOMO-LUMO gap (spin up / spin down) at 0.1244 / 0.2016 hartree. The net charge is 0. Its energy above the lowest of the compared OMol25 structures with the same formula, charge and spin is 53.0 kcal per mole. Its HOMO energy (spin up / spin down) is -4.153 / -6.260 eV.

Each line ends with the Löwdin spin population.
CARTESIAN COORDINATES (ANGSTROEM)
C (-0.9703, 1.0302, -4.3260)  0.00
C (-1.0756, 0.7050, -2.9466)  0.00
N (-0.0983, 1.1658, -2.0638)  0.00
C (0.7604, 2.1083, -2.5035)  0.00
C (0.8189, 2.5228, -3.8322)  0.00
C (-0.0371, 1.9460, -4.7694)  0.00
C (-2.1720, -0.1020, -2.5270)  0.00
P (-3.0150, -0.1243, -0.9572)  0.00
Yb (-0.4328, 0.2408, 0.2585)  0.01
P (2.5685, 1.7437, -0.3520)  0.00
C (1.6855, 2.8147, -1.5009)  0.00
O (-0.2344, -4.8943, -4.1497)  0.00
O (0.8027, -1.3560, -0.7032)  0.00
H (-1.6804, 0.5594, -5.0045)  0.00
H (1.5509, 3.2819, -4.1030)  0.00
H (0.0293, 2.2235, -5.8202)  0.00
C (-4.6389, 0.6528, -1.3616)  0.00
C (-3.5427, -1.8969, -0.9605)  0.00
H (2.4766, 3.3479, -2.0539)  0.00
H (1.1215, 3.5573, -0.9131)  0.00
H (-0.5350, -4.8362, -3.2450)  0.00
H (-2.6137, -0.7125, -3.3230)  0.00
C (2.4955, 2.3725, 1.3157)  0.00
C (4.2365, 1.4684, -0.9046)  0.00
H (1.1404, -0.4277, -1.0284)  0.00
H (0.7974, -3.0272, 1.2562)  0.00
H (1.5959, -1.8834, -0.6009)  0.00
H (0.2480, -4.0634, -4.2929)  0.00
H (-0.5375, 2.3132, 0.3003)  0.00
H (1.9320, 0.4813, -0.4007)  0.00
H (-5.2457, -0.0137, -1.9892)  0.00
H (-5.1719, 0.8566, -0.4221)  0.00
H (-4.4632, 1.6006, -1.8861)  0.00
H (-4.3569, -2.0465, -1.6834)  0.00
H (-2.6949, -2.5455, -1.2194)  0.00
H (-3.8954, -2.1581, 0.0467)  0.00
H (4.8077, 2.4027, -0.7958)  0.00
H (4.6913, 0.6798, -0.2854)  0.00
H (4.2336, 1.1477, -1.9573)  0.00
H (3.4157, 2.9495, 1.4934)  0.00
H (1.6171, 3.0177, 1.4500)  0.00
H (2.4427, 1.5417, 2.0359)  0.00
Br (-0.4552, 1.2447, 3.1124)  0.01
C (-0.1657, -0.2325, 4.3879)  0.12
C (-0.0759, 0.0665, 5.7406)  0.00
C (0.2393, -0.9394, 6.6698)  0.15
C (0.4797, -2.2473, 6.2328)  0.02
C (0.3932, -2.5597, 4.8815)  0.10
C (0.0311, -1.5665, 3.9616)  0.10
C (-0.0139, -1.9160, 2.5536)  0.24
O (0.9191, -2.8295, 2.2081)  0.08
O (-0.8057, -1.4538, 1.7085)  0.15
H (-0.2477, 1.0841, 6.0862)  0.00
H (0.3110, -0.6946, 7.7295)  0.01
H (0.7411, -3.0338, 6.9414)  0.00
H (0.5934, -3.5663, 4.5122)  0.01

Cartesian forces, eV/Å:
0.840 0.614 -1.028
-0.962 -0.999 1.001
0.277 0.131 -0.174
-0.230 0.067 -0.847
1.023 0.511 1.255
-1.023 -1.080 -0.019
1.231 0.425 -0.329
0.219 -0.485 -1.014
-2.449 0.897 1.132
-1.483 0.647 -0.105
0.068 0.234 -0.503
0.443 0.417 -0.356
1.482 1.365 -1.236
0.169 0.211 0.109
-0.215 -0.135 -0.066
-0.077 -0.070 0.218
-0.100 0.255 0.407
-0.126 -0.053 0.513
-0.241 -0.114 0.017
0.016 -0.496 0.002
-0.192 -0.006 0.349
-0.120 0.413 0.093
0.537 0.109 0.556
0.533 -0.321 -0.014
-0.836 -2.869 -0.742
-0.265 -0.020 0.801
0.233 -0.244 0.005
-0.276 -0.386 0.009
0.569 0.561 0.391
0.789 0.778 0.415
0.193 0.197 0.090
-0.042 -0.008 -0.284
-0.043 -0.244 0.192
0.257 -0.036 0.140
-0.219 0.244 0.135
-0.010 -0.121 -0.298
-0.151 -0.318 -0.071
-0.014 0.306 -0.218
-0.013 0.146 0.326
-0.171 -0.164 0.040
0.087 -0.374 -0.227
0.012 0.317 -0.160
0.251 -0.833 0.811
-0.448 0.487 1.057
-0.097 0.073 -0.339
-0.057 0.301 0.200
0.088 -0.421 -0.703
0.460 -0.141 1.568
0.096 -0.028 -2.966
0.164 0.869 3.002
0.708 -1.292 -1.465
-0.731 0.281 -1.377
0.093 -0.157 -0.083
-0.062 -0.009 -0.300
-0.087 0.243 -0.097
-0.099 0.325 0.186